C24H25F5N4O3 | wB97M-V/def2-TZVPD

Each line ends with the Löwdin charge.
Positions of all 61 atoms, in Å:
C -2.9060 -5.2409 -1.9421  -0.101
N -2.2247 -4.6965 -0.7884  -0.234
C -1.1636 -3.7814 -1.1634  -0.178
C -0.3784 -3.3628 0.0827  -0.123
N -1.2736 -2.7609 1.0422  -0.043
C -1.2964 -1.4609 1.3974  -0.421
O -2.2030 -0.9604 2.0412  0.071
C -0.1100 -0.6318 1.0007  -0.118
C 1.1633 -0.9249 1.4747  0.059
C 2.2183 -0.0899 1.1444  -0.216
C 2.0175 1.0501 0.3777  0.069
C 0.7378 1.3594 -0.0550  -0.117
C -0.3201 0.5093 0.2404  0.041
H -1.3107 0.7385 -0.1209  0.135
C 0.4909 2.5662 -0.9147  -0.423
O 0.9033 2.6213 -2.0579  0.081
N -0.2073 3.5620 -0.3336  -0.051
C -0.6991 3.5731 1.0210  -0.113
H -0.4657 4.5570 1.4444  0.128
C -2.2221 3.3429 1.0319  -0.170
N -2.7584 3.6186 -0.2896  -0.231
C -4.2016 3.5793 -0.2983  -0.097
H -4.5565 3.7029 -1.3202  0.084
H -4.5282 2.6081 0.0705  0.086
H -4.6546 4.3613 0.3317  0.088
C -2.2132 4.8587 -0.8090  -0.171
C -0.7270 4.6425 -1.1447  -0.106
H -0.1546 5.5600 -0.9647  0.128
H -0.5935 4.3472 -2.1870  0.121
H -2.7558 5.1305 -1.7154  0.120
H -2.3300 5.6858 -0.0853  0.122
H -2.4537 2.3046 1.2822  0.111
H -2.6835 3.9880 1.8020  0.123
H -0.1891 2.8166 1.6164  0.124
H 2.8454 1.6995 0.1324  0.146
O 3.4725 -0.3864 1.6660  0.084
C 4.5441 -0.3238 0.8538  -0.136
C 5.7681 0.0881 1.3964  -0.121
C 6.9294 0.1150 0.6350  -0.133
C 6.8922 -0.2626 -0.7045  -0.132
C 5.6890 -0.6817 -1.2635  -0.131
C 4.5352 -0.7190 -0.4898  -0.121
F 3.3996 -1.1711 -1.0403  0.126
F 5.6452 -1.0693 -2.5372  0.133
F 8.0024 -0.2330 -1.4424  0.129
F 8.0772 0.5120 1.1836  0.130
F 5.8115 0.4607 2.6780  0.129
H 1.3431 -1.7888 2.0952  0.141
C -2.3845 -3.6232 1.3869  -0.115
C -3.1402 -4.0396 0.1271  -0.179
H -3.9320 -4.7420 0.3948  0.123
H -3.6044 -3.1473 -0.3311  0.132
H -3.0380 -3.0755 2.0671  0.123
H -1.9910 -4.5147 1.8850  0.132
H 0.4090 -2.6641 -0.1981  0.116
H 0.0685 -4.2547 0.5351  0.133
H -0.4908 -4.2892 -1.8573  0.124
H -1.5597 -2.8768 -1.6614  0.132
H -3.6559 -5.9552 -1.6060  0.084
H -2.1835 -5.7628 -2.5676  0.084
H -3.4029 -4.4679 -2.5485  0.089

Values from the calculation:
Energy   -1873.5898 a.u.
HOMO energy   -8.8181 eV

=====

C24H25FN4O6PdS2 | wB97M-V/def2-TZVPD

Each line ends with the Löwdin charge.
Positions of all 63 atoms, in Å:
Pd 0.9169 -0.7252 0.6376  0.411
C 3.0294 -2.6667 -6.6529  -0.051
C 3.5160 -3.5062 -5.4771  -0.320
C 4.9857 -3.8616 -5.6591  -0.160
C 5.4877 -4.6914 -4.4912  -0.142
C 5.2491 -3.9523 -3.2045  -0.150
C 6.0574 -4.1453 -2.1053  0.028
C 5.8083 -3.4499 -0.9293  -0.264
F 6.6277 -3.6857 0.1268  0.039
C 4.7853 -2.5535 -0.8186  0.074
C 3.9588 -2.3350 -1.9262  -0.037
C 2.8527 -1.3555 -1.7841  -0.317
O 2.8286 -0.6187 -0.7999  -0.027
C 1.9075 -1.3559 -2.8723  -0.021
C 2.2265 -2.0372 -3.9964  0.011
N 3.3334 -2.8098 -4.1946  0.008
C 4.1835 -3.0351 -3.1182  -0.084
C 0.5503 -0.6177 -2.8888  -0.659
O 0.0901 -0.3933 -4.0251  -0.051
O 0.0472 -0.3639 -1.7765  -0.059
H 3.3895 -3.1162 -7.5798  0.076
H 3.4215 -1.6511 -6.5838  0.098
H 1.9454 -2.6045 -6.7130  0.076
H 2.9390 -4.4405 -5.4415  0.153
H 5.5624 -2.9346 -5.7370  0.133
H 5.0986 -4.4007 -6.6014  0.114
H 6.5502 -4.9185 -4.5990  0.114
H 4.9588 -5.6508 -4.4753  0.123
H 6.8882 -4.8393 -2.1442  0.121
H 4.5873 -2.0053 0.0925  0.137
H 1.5286 -1.9373 -4.8157  0.119
C -2.2776 -0.6971 0.6283  -0.097
N -1.6904 -0.5591 1.9504  -0.184
C -1.8380 0.7407 2.5967  -0.160
C -0.8573 0.6344 3.7588  -0.176
N 0.1688 -0.2177 3.1775  -0.030
C -0.3721 -1.0082 2.1497  -0.992
S 0.1670 -2.6318 1.8444  0.457
H -3.3673 -0.6978 0.7205  0.075
H -1.9524 -1.6414 0.1951  0.057
H -1.9706 0.1078 -0.0449  0.064
H -2.8659 0.8878 2.9352  0.115
H -1.5706 1.5639 1.9238  0.096
H -1.3348 0.1672 4.6306  0.108
H -0.4580 1.6070 4.0479  0.100
H 0.8269 -0.6962 3.7694  0.100
N -0.1883 2.2434 -0.0410  0.098
C 0.1403 3.3541 0.7328  -0.333
C 0.7546 3.1966 1.9762  -0.053
C 0.9858 4.2959 2.7953  -0.068
C 0.6229 5.5720 2.4004  -0.287
C 0.0330 5.7341 1.1536  -0.078
C -0.2085 4.6486 0.3297  -0.046
S 0.8863 6.9943 3.4612  0.394
O 1.7049 7.9045 2.6638  -0.392
O -0.4563 7.5065 3.7287  -0.392
O 1.5630 6.4650 4.6418  -0.395
H 0.3474 1.4077 0.1689  0.036
H -0.2485 2.3705 -1.0397  0.090
H 1.0595 2.2034 2.2927  0.088
H 1.4632 4.1715 3.7592  0.101
H -0.2439 6.7294 0.8274  0.109
H -0.6819 4.7950 -0.6357  0.099

Values from the calculation:
Charge   -2
Energy   -2624.2990 a.u.
HOMO energy   -2.2829 eV

=====

C24H25N3O3 | wB97M-V/def2-TZVPD

Each line ends with the Löwdin charge.
Positions of all 55 atoms, in Å:
C 5.0114 2.9351 0.6471  0.020
C 5.6876 2.6751 -0.4543  -0.138
C 5.8553 1.3259 -1.0866  -0.135
N 5.1321 0.2737 -0.3917  0.051
C 5.8306 -0.4574 0.5453  -0.482
O 7.0088 -0.3027 0.7626  0.097
N 5.0796 -1.3899 1.2074  0.206
C 3.7266 -1.6768 1.0580  -0.417
O 3.2450 -2.5398 1.7679  0.052
C 3.0495 -0.8909 0.0490  -0.014
C 1.6744 -1.0815 -0.2039  -0.189
N 1.0836 -0.3705 -1.1479  0.085
C -0.3106 -0.3507 -1.5071  -0.154
C -1.1265 0.5298 -0.5510  -0.132
H -0.8352 1.5731 -0.6846  0.130
H -0.8945 0.2361 0.4733  0.110
C -2.6289 0.3698 -0.8125  -0.240
C -3.4961 1.3484 -0.0513  -0.196
C -4.8035 1.5387 -0.4874  -0.031
C -5.6607 2.3890 0.1844  -0.079
C -5.2232 3.0663 1.3104  -0.092
C -3.9266 2.8827 1.7541  -0.079
C -3.0690 2.0282 1.0807  -0.043
H -2.0621 1.9055 1.4489  0.107
H -3.5763 3.4062 2.6318  0.103
H -5.8894 3.7325 1.8377  0.101
H -6.6717 2.5243 -0.1707  0.103
H -5.1503 1.0092 -1.3637  0.117
C -3.0667 -1.0379 -0.4666  -0.215
C -3.0769 -1.4623 0.8568  -0.032
C -3.4499 -2.7543 1.1787  -0.073
C -3.8220 -3.6400 0.1811  -0.089
C -3.8236 -3.2241 -1.1386  -0.080
C -3.4478 -1.9307 -1.4591  -0.043
H -3.4503 -1.6128 -2.4928  0.114
H -4.1172 -3.9072 -1.9220  0.103
H -4.1134 -4.6488 0.4323  0.101
H -3.4517 -3.0710 2.2111  0.105
H -2.8007 -0.7724 1.6409  0.118
H -2.8040 0.5312 -1.8828  0.146
H -0.7196 -1.3650 -1.5161  0.115
H -0.3778 0.0468 -2.5221  0.136
H 1.7118 0.3162 -1.5941  0.111
C 0.8938 -2.0825 0.5752  0.014
H -0.1525 -2.1103 0.2915  0.065
H 0.9749 -1.8625 1.6379  0.104
H 1.3343 -3.0693 0.4454  0.105
C 3.7912 0.1071 -0.6889  -0.350
O 3.3049 0.8212 -1.5713  0.045
H 5.5690 -1.9410 1.9034  0.169
H 6.9139 1.0505 -1.0823  0.128
H 5.4916 1.3612 -2.1179  0.128
H 6.1896 3.4670 -0.9932  0.100
H 4.9376 3.9336 1.0410  0.053
H 4.5014 2.1679 1.2067  0.061

Values from the calculation:
Energy   -1319.6181 a.u.
HOMO energy   -8.7322 eV

=====

C24H25O3 | wB97M-V/def2-TZVPD

Each line ends with the Löwdin charge.
Positions of all 52 atoms, in Å:
C -5.2235 2.9699 -3.2660  -0.072
C -3.9607 2.2062 -3.5898  -0.245
O -2.9053 2.6988 -2.7363  -0.091
C -1.7164 2.0980 -2.8893  -0.192
C -0.7149 2.4159 -2.0337  -0.008
H -6.0440 2.5631 -3.8646  0.084
H -5.4930 2.8720 -2.2071  0.084
H -5.1193 4.0315 -3.5192  0.085
H -4.1200 1.1327 -3.4099  0.123
H -3.6800 2.3642 -4.6409  0.127
H -1.6304 1.3367 -3.6753  0.137
H 0.2322 1.9448 -2.2274  0.075
H -0.8222 3.2589 -1.3631  0.066
C 5.0619 4.2703 2.7462  -0.032
O 3.7161 4.7173 2.4570  -0.046
C 2.7969 3.8083 2.0455  -0.215
C 1.5344 4.3122 1.6350  0.031
C 0.6238 3.4739 1.0551  0.006
C 0.8942 2.0806 0.8615  -0.181
C -0.0548 1.3155 0.1261  0.037
C 0.0146 -0.0885 -0.1498  -0.195
C -1.2035 -0.7801 -0.4246  0.013
C -1.2251 -2.1321 -0.7100  0.036
C -0.0240 -2.8549 -0.6893  -0.200
O -0.0830 -4.2275 -0.9348  0.006
C -0.0439 -5.1138 0.1485  -0.247
C -1.2038 -5.8450 0.4299  -0.004
C -1.2335 -6.6341 1.5779  -0.072
C -0.0988 -6.7508 2.3895  -0.079
C 1.0729 -6.0633 2.0474  -0.071
C 1.1121 -5.2332 0.9223  -0.012
C 1.2018 -2.2162 -0.4573  0.031
C 1.2185 -0.8377 -0.2502  0.006
C 2.0795 1.5682 1.4662  0.014
C 3.0407 2.4111 1.9901  0.021
H 5.5792 5.1834 3.0405  0.102
H 5.0705 3.5427 3.5682  0.100
H 5.5344 3.8347 1.8557  0.106
H 1.3344 5.3745 1.7774  0.137
H -0.3388 3.8676 0.7238  0.127
H -1.0520 1.7575 0.0431  0.117
H -2.1407 -0.2215 -0.4113  0.129
H -2.1583 -2.6613 -0.9129  0.136
H -2.0635 -5.7413 -0.2344  0.123
H -2.1566 -7.1564 1.8345  0.111
H -0.1272 -7.3830 3.2808  0.109
H 1.9683 -6.1603 2.6637  0.109
H 2.0126 -4.6798 0.6411  0.107
H 2.1278 -2.7933 -0.4507  0.124
H 2.1828 -0.3378 -0.1826  0.113
H 2.2465 0.4974 1.5283  0.111
H 3.9810 2.0045 2.3748  0.119

Values from the calculation:
Charge   +1
Energy   -1154.9179 a.u.
HOMO energy   -11.3335 eV